Record 1
Computed, not measured: a cluster of 3 separate species, C6H15NO2 in total, with ωB97M-V/def2-TZVPD.

Each line ends with the Löwdin charge.
Geometry (Å):
C -0.04 0.27 -0.59  -0.36
C -0.40 0.81 0.63  -0.22
C -2.27 0.04 -0.28  -0.07
C 2.67 0.11 1.23  -0.36
C 0.07 1.18 -1.77  -0.03
C 0.38 -1.15 -0.76  -0.03
N -2.62 -1.08 0.44  0.04
O 1.98 0.97 0.46  -0.33
O -0.39 0.14 1.80  0.02
H 0.50 -0.23 1.94  0.08
H -0.66 1.86 0.70  0.15
H -2.25 -1.96 0.10  0.09
H -2.51 -1.00 1.45  0.09
H -2.28 -0.09 -1.35  0.10
H -2.75 0.95 0.04  0.10
H 2.12 -0.26 2.16  0.06
H 2.99 -0.83 0.72  0.06
H 3.60 0.54 1.67  0.06
H 1.13 1.45 -1.85  0.10
H -0.50 2.10 -1.63  0.09
H -0.25 0.69 -2.69  0.09
H 1.44 -1.16 -1.02  0.10
H -0.18 -1.62 -1.57  0.09
H 0.25 -1.74 0.15  0.09

The calculation puts the frontier orbital gap (spin up / spin down) at 7.31 / 7.31 eV.

---

Record 2
Computed, not measured: a cluster of 2 separate species, C3H2F4 in total, with ωB97M-V/def2-TZVPD.

Each line ends with the Löwdin charge.
Geometry (Å):
C 0.07 -0.17 0.02  0.02
C 1.18 -0.82 -0.04  -0.17
C 3.35 0.26 0.02  -0.45
F 1.49 -2.10 -0.01  0.07
F 3.80 0.33 1.26  0.14
F 3.15 1.48 -0.47  0.12
F 4.18 -0.42 -0.76  0.14
H -0.87 -0.70 0.07  0.07
H 0.04 0.90 -0.01  0.06

The calculation puts the frontier orbital gap (spin up / spin down) at 9.71 / 9.71 eV.

---

Record 3
Computed, not measured: a cluster of 2 separate species, C5H14 in total, with ωB97M-V/def2-TZVPD.

Each line ends with the Löwdin spin population.
Geometry (Å):
C -0.99 0.17 1.32  0.05
C -0.19 1.38 1.10  0.19
C -2.37 0.03 0.76  0.08
H -0.97 -0.23 2.38  0.01
H -0.52 -0.73 0.78  0.00
H 0.42 1.41 0.13  0.03
H -0.53 2.36 1.16  0.04
H -2.44 -0.05 -0.39  0.03
H -2.91 0.97 1.02  0.01
H 0.69 1.38 1.84  0.05
H -2.89 -0.61 1.38  0.01
C 2.19 -0.30 -1.56  0.22
C 1.07 -1.25 -1.27  0.11
H 3.06 -0.78 -1.86  0.03
H 1.92 0.37 -2.37  0.05
H 2.40 0.37 -0.74  0.03
H 0.18 -0.59 -1.25  0.02
H 0.76 -2.01 -2.05  0.02
H 1.11 -1.90 -0.38  0.01

As for the net charge: -1. As for the multiplicity: 2. The expectation value of S² is 0.750. The calculation puts the frontier orbital gap (spin up / spin down) at 2.65 / 11.11 eV.

---

Record 4
Computed, not measured: a structure of composition C23H22HfN11O4S2, with ωB97M-V/def2-TZVPD.

Each line ends with the Löwdin charge.
Geometry (Å):
Hf -0.02 -0.59 0.00  1.47
O -1.46 1.46 3.11  0.13
C -0.61 0.94 2.43  -0.46
N -0.23 1.22 1.15  -0.04
C -0.67 2.32 0.48  -0.45
O -1.29 3.26 0.91  0.13
C -0.18 2.33 -0.96  -0.18
C -0.09 3.55 -1.62  0.03
C 0.38 3.58 -2.92  -0.02
C 0.74 2.38 -3.52  -0.02
C 0.60 1.21 -2.80  -0.13
N 0.15 1.18 -1.55  -0.02
C 0.27 -0.17 2.98  -0.19
C 0.49 -0.23 4.35  0.03
C 1.37 -1.19 4.84  -0.02
C 1.95 -2.07 3.94  -0.03
C 1.64 -1.97 2.59  -0.11
N 0.82 -1.03 2.11  -0.03
H -0.38 4.45 -1.09  0.13
H 0.46 4.52 -3.45  0.12
H 1.12 2.35 -4.53  0.12
H 0.85 0.25 -3.24  0.09
H -0.03 0.47 4.99  0.13
H 1.58 -1.24 5.89  0.12
H 2.65 -2.82 4.27  0.11
H 2.05 -2.65 1.86  0.11
O -2.05 0.16 -0.19  -0.32
N -2.88 0.23 -1.23  -0.17
C -3.93 1.05 -1.14  0.00
C -4.85 1.13 -2.16  -0.03
C -4.66 0.36 -3.30  -0.04
C -3.57 -0.48 -3.37  -0.06
C -2.65 -0.55 -2.32  -0.63
S -1.26 -1.54 -2.30  0.69
H -3.99 1.62 -0.22  0.15
H -5.69 1.79 -2.05  0.11
H -5.35 0.42 -4.12  0.12
H -3.38 -1.10 -4.23  0.11
N -2.22 -5.05 2.54  0.15
N -2.28 -3.77 2.13  -0.26
N -3.40 -3.19 1.81  0.15
C -2.99 -2.02 1.36  -0.15
N -1.66 -1.91 1.40  -0.05
N -1.23 -3.04 1.92  0.08
H -3.10 -5.40 2.89  0.12
H -1.40 -5.26 3.09  0.12
H -3.66 -1.26 1.01  0.12
C 5.83 1.73 -1.76  -0.02
C 4.58 1.35 -1.06  -0.32
C 3.96 2.20 -0.13  0.00
C 2.79 1.76 0.46  -0.10
N 2.24 0.59 0.14  -0.05
C 2.90 -0.16 -0.78  -0.83
S 2.09 -1.60 -1.19  0.65
N 4.05 0.18 -1.35  0.12
H 5.74 2.73 -2.19  0.09
H 6.06 1.02 -2.54  0.08
H 6.66 1.76 -1.05  0.09
H 4.38 3.16 0.10  0.12
H 2.27 2.36 1.19  0.12
O 0.02 -3.35 -0.27  -0.22
H 0.89 -3.77 -0.27  0.03
H -0.42 -3.66 -1.07  0.02

As for the net charge: +1. The calculation puts the frontier orbital gap at 7.85 eV.

---

Record 5
Computed, not measured: a structure of composition C26H51BrN18O8S, with ωB97M-V/def2-TZVPD.

Each line ends with the Löwdin charge.
Geometry (Å):
C 3.89 0.59 1.66  -0.08
C 2.54 1.39 1.43  -0.23
C 1.29 0.72 1.83  -0.04
C 0.02 1.42 1.61  -0.03
C 0.02 2.78 0.99  -0.19
C -1.42 3.43 0.77  -0.10
C -2.27 2.31 0.03  -0.10
C -3.33 1.55 0.70  -0.14
C -3.67 1.84 2.21  -0.05
C -4.05 0.47 -0.11  -0.12
C -5.20 -0.32 0.65  -0.19
C -5.80 -1.51 -0.22  -0.73
C -6.48 -2.64 0.64  -0.16
Br -7.00 -0.90 -1.68  0.65
C -3.69 0.20 -1.50  0.01
C -2.64 1.00 -2.20  -0.28
N -2.15 0.93 -3.48  -0.26
S -0.97 2.10 -3.67  0.97
N -0.93 2.77 -2.15  -0.22
C -1.90 2.08 -1.42  -0.25
C 1.27 3.44 0.60  -0.04
C 2.56 2.75 0.83  -0.04
H 4.61 0.73 0.79  0.08
H 4.43 0.96 2.59  0.06
H 3.63 -0.49 1.76  0.08
H 1.37 -0.31 2.27  0.10
H -0.96 0.94 1.87  0.09
H -1.87 3.74 1.75  0.10
H -1.37 4.28 0.02  0.12
H -2.83 1.37 2.81  0.08
H -3.62 2.94 2.43  0.08
H -4.63 1.36 2.52  0.07
H -5.99 0.38 1.04  0.12
H -4.67 -0.83 1.51  0.13
H -4.92 -1.99 -0.73  0.09
H -7.52 -2.40 0.99  0.08
H -6.53 -3.61 0.06  0.08
H -5.85 -2.87 1.55  0.08
H -4.23 -0.61 -2.03  0.06
H 1.28 4.44 0.12  0.08
H 3.56 3.18 0.55  0.11
C 6.26 -0.55 4.54  -0.68
O 6.04 0.24 3.64  0.01
N 7.04 -1.65 4.38  0.16
N 5.73 -0.41 5.79  0.15
H 7.24 -2.31 5.10  0.09
H 7.45 -1.79 3.47  0.11
H 5.14 0.39 5.95  0.10
H 5.90 -1.05 6.55  0.08
C 3.29 0.25 -2.16  -0.70
O 3.54 -0.63 -1.34  0.02
N 4.03 0.44 -3.28  0.15
N 2.25 1.10 -2.02  0.18
H 3.84 1.15 -3.96  0.10
H 4.81 -0.18 -3.43  0.11
H 1.67 1.00 -1.20  0.09
H 2.03 1.83 -2.68  0.06
C -10.92 -1.04 -4.64  -0.70
O -11.78 -0.41 -5.23  0.03
N -10.53 -0.74 -3.37  0.15
N -10.29 -2.12 -5.19  0.14
H -9.83 -1.25 -2.87  0.04
H -10.98 0.05 -2.93  0.11
H -10.55 -2.37 -6.12  0.10
H -9.59 -2.65 -4.72  0.09
C -3.41 -1.62 -6.36  -0.69
O -2.19 -1.75 -6.45  0.01
N -3.99 -0.70 -5.54  0.16
N -4.28 -2.39 -7.07  0.14
H -4.98 -0.58 -5.46  0.09
H -3.37 -0.12 -5.00  0.05
H -3.88 -3.08 -7.69  0.10
H -5.27 -2.30 -7.01  0.09
C 5.05 -0.41 9.72  -0.70
O 5.46 -1.52 9.42  0.02
N 4.07 -0.21 10.65  0.15
N 5.53 0.73 9.16  0.15
H 3.72 0.69 10.92  0.09
H 3.69 -1.03 11.09  0.11
H 6.25 0.62 8.46  0.09
H 5.21 1.65 9.39  0.10
C 5.90 -5.41 4.21  -0.69
O 6.90 -4.95 3.70  0.02
N 5.63 -6.75 4.22  0.15
N 4.95 -4.63 4.80  0.15
H 4.81 -7.15 4.64  0.09
H 6.31 -7.35 3.79  0.10
H 5.11 -3.64 4.81  0.08
H 4.12 -4.99 5.23  0.09
C 2.37 5.65 -2.44  -0.69
O 2.25 4.44 -2.57  0.01
N 1.93 6.54 -3.38  0.15
N 2.96 6.21 -1.35  0.16
H 2.02 7.53 -3.29  0.09
H 1.50 6.16 -4.20  0.10
H 3.29 5.59 -0.64  0.09
H 3.07 7.20 -1.22  0.10
C 2.21 -2.22 -6.07  -0.70
O 3.42 -2.35 -6.17  0.01
N 1.63 -1.32 -5.24  0.16
N 1.33 -2.97 -6.79  0.15
H 0.63 -1.20 -5.14  0.09
H 2.25 -0.74 -4.69  0.07
H 1.71 -3.66 -7.41  0.10
H 0.33 -2.88 -6.72  0.08

The calculation puts the frontier orbital gap at 7.06 eV.

---

Record 6
Computed, not measured: a structure of composition C6H6CuO2, with ωB97M-V/def2-TZVPD.

Each line ends with the Löwdin spin population.
Geometry (Å):
O 1.35 1.37 -1.20  0.23
C 0.16 1.36 -0.86  0.03
C -0.42 0.48 0.17  0.02
C -1.62 0.88 0.65  0.00
Cu 2.89 1.48 -0.32  0.49
H -0.34 2.34 -0.99  0.02
H -2.21 0.23 1.30  0.00
H -2.15 1.73 0.23  0.00
C 1.42 -0.15 1.55  0.02
O 2.43 0.25 1.09  0.04
C -0.17 -2.07 -0.77  0.08
C -0.12 -1.28 0.31  0.06
H -0.17 -3.15 -0.66  0.00
H -0.55 -1.71 -1.73  0.00
H -0.50 -1.75 1.22  0.00

As for the net charge: +2. As for the multiplicity: 2. The expectation value of S² is 0.760. The calculation puts the frontier orbital gap (spin up / spin down) at 8.10 / 4.19 eV.